11
Properties=species:S:1:pos:R:3:forces:R:3:nbo_charge:R:1 method="wB97M-V/def2-TZVPD" e_tot_ha=-1022.49377 spin_multiplicity=1 e_homo_ha=-0.3290 de_lowest_kcal_mol=76.5 homo_lumo_gap_ev=7.14
C 1.4620 -0.4823 0.3553 -0.5 -2.2 2.3 -0.125
C -1.1528 0.7914 0.0240 0.4 2.1 -0.9 -0.026
C -1.4071 -0.6483 -0.2619 -0.2 -0.6 0.4 -0.380
H 0.7514 -0.8387 1.1628 0.7 0.0 -1.0 0.205
H 1.8294 1.2000 -0.5506 1.3 0.7 -0.8 0.401
H -1.9813 1.5853 0.1176 0.7 -2.0 -0.2 0.235
H -0.5081 -1.3011 -0.6640 -2.1 1.4 0.7 0.247
N 1.1588 0.7211 -0.0252 -1.9 2.6 -1.4 -0.414
N -0.0311 1.4586 -0.0692 -0.3 -2.0 1.3 -0.179
S 2.8126 -1.2711 -0.0990 0.0 -0.2 0.1 -0.089
S -2.9337 -1.2147 0.0102 1.7 0.2 -0.5 0.126



10
Properties=species:S:1:pos:R:3:forces:R:3:nbo_charge:R:1 method="wB97M-V/def2-TZVPD" e_tot_ha=-280.61821 spin_multiplicity=1 total_charge=+1 e_homo_ha=-0.5753 de_lowest_kcal_mol=6.8 homo_lumo_gap_ev=9.49
C 1.2800 -0.1628 -0.1429 2.6 1.5 -0.4 0.371
C -0.7271 1.4137 0.0225 4.0 -0.8 0.3 0.400
C -0.7821 -1.0133 0.1891 0.8 0.6 -1.1 0.365
N 0.4821 -1.1966 0.0569 -0.4 -0.1 0.2 -0.411
N 0.8752 1.0668 0.1747 -3.5 -0.8 -1.0 -0.560
N -1.3417 0.2426 -0.0913 1.1 -0.2 0.9 -0.613
H 2.3445 -0.4430 -0.5535 -2.0 1.1 0.9 0.264
H -1.2719 -1.9233 0.4301 -1.6 -0.1 0.3 0.258
H 1.4015 1.9290 0.1447 0.5 -0.2 -0.1 0.461
H -2.2924 0.4536 -0.2592 -1.7 -0.8 -0.2 0.465